(1)
C36H59Cl3N11OP2SV as an isolated structure, computed with ωB97M-V/def2-TZVPD.

gap between HOMO and LUMO (alpha / beta)	3.4 / 6.2	eV
lowest unoccupied orbital energy (alpha / beta)	2.07 / 2.04	eV
electronic energy	-149397.4121	eV
F_max	0.7	eV/A
⟨S²⟩	3.7957
ΔE to the lowest compared entry with this formula, charge and spin	112.2	kJ/mol

```
! RIJCOSX wB97M-V def2-TZVPD def2/J DEFGRID3
* xyz -1 4
V -0.0402 1.2788 -0.7830
N -2.2948 0.2201 2.1298
N -1.6532 0.1565 3.3927
C -0.3248 -0.0349 3.5221
N 0.0205 -0.5739 4.7612
S 0.8303 0.3039 2.3812
H -1.5924 0.3005 1.3867
H -2.8025 1.0998 2.0898
H -2.2098 -0.3862 4.0388
H -0.4834 -0.1920 5.5512
H 1.0192 -0.5341 4.8998
Cl 4.8494 -3.3243 -3.9163
C 3.9785 -2.0813 -3.0566
C 2.5980 -2.0337 -3.1288
C 1.9434 -1.0398 -2.4295
Cl 0.2092 -0.9260 -2.4250
C 2.5787 -0.0525 -1.6386
O 1.9379 0.8493 -0.9956
C 3.9917 -0.1685 -1.6151
Cl 4.8774 0.9801 -0.6630
C 4.6772 -1.1506 -2.3002
H 2.0440 -2.7584 -3.7098
H 5.7559 -1.1914 -2.2435
C 1.7575 -5.4813 1.2578
N 1.0224 -5.1741 -0.0071
C -0.4412 -5.1338 0.2998
N -0.7439 -4.1712 1.3187
C 0.0392 -4.4532 2.5191
N 1.4806 -4.5140 2.2817
C 2.0298 -3.1941 1.9340
P 1.2542 -2.4150 0.4315
C 1.4969 -3.9142 -0.6352
C -0.5153 -2.8009 0.8383
H 2.8207 -5.5175 1.0179
H 1.4250 -6.4763 1.5643
H 1.1872 -6.0286 -0.7085
H -0.7092 -6.1437 0.6205
H -0.9616 -4.9029 -0.6308
H -0.2823 -5.4156 2.9234
H -0.1607 -3.6732 3.2555
H 3.0939 -3.3112 1.7103
H 1.9507 -2.5205 2.7872
H 2.5591 -4.0430 -0.8647
H 0.9738 -3.8098 -1.5897
H -1.0773 -2.6515 -0.0863
H -0.9053 -2.0861 1.5637
N -1.8380 0.6638 -0.8853
P -3.2791 0.7974 -1.3727
N -4.1944 -0.5551 -0.9908
C -3.5709 -1.6370 -0.2266
C -4.5669 -2.2420 0.7498
C -5.7618 -2.8688 0.0122
C -5.9875 -2.1692 -1.3346
C -5.6215 -0.6928 -1.2388
N -4.1071 2.1373 -0.7697
C -5.4227 2.5727 -1.2147
C -5.3717 3.8589 -2.0353
C -4.6704 4.9633 -1.2503
C -3.2984 4.4919 -0.7771
C -3.4145 3.1770 -0.0114
N -3.5436 0.9052 -3.0476
C -2.7967 2.0077 -3.6852
C -1.7113 1.4917 -4.6174
C -2.3251 0.6903 -5.7712
C -3.5950 -0.0362 -5.3015
C -3.5222 -0.3457 -3.8135
H -2.7270 -1.2156 0.3080
H -3.1823 -2.4210 -0.8973
H -4.9054 -1.4429 1.4147
H -4.0608 -2.9811 1.3751
H -6.6612 -2.7888 0.6285
H -5.5895 -3.9349 -0.1539
H -7.0214 -2.2804 -1.6681
H -5.3536 -2.6258 -2.0997
H -6.2171 -0.2247 -0.4395
H -5.8837 -0.1801 -2.1669
H -6.0394 2.7569 -0.3211
H -5.9088 1.7852 -1.7846
H -6.3880 4.1582 -2.3104
H -4.8280 3.6600 -2.9609
H -5.2811 5.2201 -0.3751
H -4.5838 5.8716 -1.8518
H -2.8211 5.2406 -0.1418
H -2.6334 4.3467 -1.6327
H -3.9960 3.3693 0.9075
H -2.4266 2.8162 0.2624
H -2.3374 2.6145 -2.9032
H -3.4800 2.6582 -4.2449
H -1.0330 0.8663 -4.0350
H -1.1196 2.3295 -4.9920
H -1.5953 -0.0309 -6.1469
H -2.5687 1.3538 -6.6050
H -3.7473 -0.9592 -5.8646
H -4.4754 0.5906 -5.4717
H -2.6138 -0.9351 -3.6110
H -4.3681 -0.9643 -3.5176
C 0.6881 4.5023 -2.5228
C 0.4271 5.1034 -1.1726
C 0.4856 6.4719 -0.9695
C 0.2426 7.0300 0.2807
C -0.0536 6.1859 1.3417
C -0.1246 4.8091 1.1785
C -0.4696 3.9214 2.3426
C 0.1049 4.2388 -0.0962
N -0.0053 2.9027 -0.3129
H 0.8633 5.2785 -3.2702
H -0.1569 3.8853 -2.8417
H 1.5523 3.8341 -2.4895
H 0.7273 7.1162 -1.8094
H 0.2910 8.1022 0.4255
H -0.2346 6.6051 2.3272
H -0.2028 4.3996 3.2877
H 0.0478 2.9668 2.2622
H -1.5434 3.7052 2.3730
*
```



(2)
C36H60CoIN5O2SSi4 as an isolated structure in a non-equilibrium geometry, computed with ωB97M-V/def2-TZVPD.

gap between HOMO and LUMO (alpha / beta)	5.2 / 6.2	eV
lowest unoccupied orbital energy (alpha / beta)	-0.55 / -0.56	eV
electronic energy	-137926.9898	eV
F_max	1.1	eV/A
⟨S²⟩	3.7683
ΔE to the lowest compared entry with this formula, charge and spin	190.8	kJ/mol

```
! RIJCOSX wB97M-V def2-TZVPD def2/J DEFGRID3
* xyz 0 4
Co -0.3119 0.0516 -0.0229
C 5.7338 -1.1254 -4.5397
C 5.7469 -0.2912 -3.2583
C 4.8754 -0.8743 -2.1429
C 3.4055 -1.0531 -2.5206
N 2.7388 0.2079 -2.8081
C 2.1404 0.9646 -1.8820
S 1.9560 0.4435 -0.2682
N 1.7486 2.1971 -2.2287
C 1.9089 2.8184 -3.5307
C 3.3272 3.3269 -3.8170
C 3.8010 4.4471 -2.8842
C 4.3113 3.9615 -1.5265
H 6.4864 -0.7606 -5.2383
H 4.7672 -1.0784 -5.0436
H 5.9520 -2.1705 -4.3144
H 5.4338 0.7333 -3.4844
H 6.7715 -0.2360 -2.8853
H 4.9275 -0.2271 -1.2632
H 5.2628 -1.8554 -1.8572
H 2.8761 -1.5206 -1.6949
H 3.3144 -1.6886 -3.4007
H 2.9878 0.6523 -3.6785
H 1.2043 2.6840 -1.5372
H 1.2187 3.6613 -3.5734
H 1.6081 2.1139 -4.3140
H 3.3274 3.6943 -4.8461
H 4.0470 2.5046 -3.7668
H 2.9875 5.1644 -2.7380
H 4.6131 4.9808 -3.3823
H 3.5296 3.4809 -0.9409
H 4.6963 4.8034 -0.9502
H 5.1276 3.2477 -1.6549
C -1.1527 4.1131 -1.1597
C -1.1057 2.7446 -0.9825
N -0.7142 2.1845 0.1717
C -0.4627 2.9829 1.2026
C -0.5089 4.3825 1.1320
C -0.8121 4.9428 -0.1048
C -0.1700 5.2170 2.2952
C -0.7909 5.2601 3.4861
C -2.1326 4.7843 3.8167
C -2.6296 4.9444 5.1119
C -3.9518 4.6180 5.3335
N -4.7554 4.1877 4.3661
C -4.1936 4.0670 3.1668
N -2.9368 4.3222 2.8481
H -1.4563 4.5244 -2.1130
H -1.3806 2.0597 -1.7765
H -0.1465 2.5122 2.1268
H -0.8290 6.0194 -0.2172
H 0.6787 5.8772 2.1524
H -0.3225 5.8425 4.2708
H -2.0072 5.3313 5.9075
H -4.3996 4.7059 6.3170
H -4.8350 3.7280 2.3592
I -3.7582 -1.2126 6.5481
C -3.5989 -0.7759 4.4932
C -2.3454 -0.5344 3.9585
C -2.2291 -0.2828 2.6003
C -3.3560 -0.2393 1.7842
C -4.6007 -0.4869 2.3516
C -4.7332 -0.7600 3.7025
C -3.3290 0.1043 0.2980
O -4.3625 0.5164 -0.2149
O -2.2559 -0.1665 -0.3745
H -1.4681 -0.5520 4.5923
H -1.2421 -0.1248 2.1896
H -5.4727 -0.4577 1.7119
H -5.7099 -0.9312 4.1316
C -0.9572 -4.6671 -2.5448
Si -1.0990 -2.7933 -2.2424
C -2.8130 -2.1919 -2.7665
C 0.1652 -2.0303 -3.4461
Si -0.7024 -2.3174 0.0850
Si -2.4987 -3.5285 1.1218
C -4.2492 -3.0867 0.5221
C -2.4288 -3.4227 3.0230
C -2.3774 -5.3969 0.7659
Si 1.2223 -3.0686 1.4157
C 1.1965 -2.2191 3.1105
C 2.9723 -2.8485 0.7025
C 1.0633 -4.9501 1.6414
H -0.8322 -4.8815 -3.6099
H -1.8501 -5.1947 -2.2091
H -0.1023 -5.0936 -2.0176
H -2.8901 -2.0840 -3.8508
H -3.0249 -1.2240 -2.3136
H -3.5960 -2.8772 -2.4377
H -0.2047 -2.0972 -4.4723
H 1.1182 -2.5595 -3.4019
H 0.3525 -0.9782 -3.2240
H -4.3254 -2.0672 0.1463
H -4.9791 -3.1936 1.3278
H -4.5513 -3.7514 -0.2892
H -2.0644 -2.4596 3.3775
H -1.7726 -4.1963 3.4278
H -3.4196 -3.5718 3.4592
H -2.6412 -5.6218 -0.2681
H -3.0729 -5.9437 1.4082
H -1.3809 -5.7992 0.9446
H 1.3383 -1.1397 3.0070
H 1.9943 -2.5981 3.7536
H 0.2477 -2.3922 3.6215
H 3.2320 -1.7979 0.5767
H 3.0705 -3.3443 -0.2658
H 3.7119 -3.2951 1.3726
H 0.2597 -5.2034 2.3350
H 1.9877 -5.3822 2.0368
H 0.8568 -5.4380 0.6883
*
```